[1]
A structure of composition C21H18F6IN6O4RhS5Se. Source: the Open Molecules 2025 dataset; level of theory: ωB97M-V with the def2-TZVPD basis set.

Its net charge is 0. As for the LUMO energy (alpha / beta): -1.50 / -1.50 eV. As for the HOMO energy (alpha / beta): -8.2 / -8.2 eV.

```
63
Properties=species:S:1:pos:R:3:forces:R:3:mulliken_charge:R:1
Rh -0.977 0.087 0.772 -1.794 -0.383 -0.452 1.376
F 1.625 3.388 5.849 0.032 0.023 0.020 -0.227
C 0.738 2.618 5.230 -0.085 0.174 -0.175 0.618
F -0.131 3.418 4.590 0.072 -0.141 0.107 -0.245
F 0.066 1.920 6.137 0.083 0.123 0.035 -0.210
S 1.614 1.510 3.992 -0.215 -0.033 0.352 1.093
O 1.200 2.061 2.731 -0.140 0.050 -0.504 -0.637
O 2.984 1.549 4.370 0.072 -0.020 -0.050 -0.658
N 1.045 0.060 4.278 -0.109 -0.119 -0.350 -0.552
S -0.318 -0.515 3.779 0.080 0.213 0.385 1.056
O -1.301 0.480 3.343 0.394 -0.153 -0.177 -0.678
O -0.235 -1.667 2.920 0.347 0.076 0.042 -0.591
C -0.911 -1.240 5.367 -0.221 0.174 -0.102 0.504
F -0.087 -2.207 5.748 0.009 -0.029 0.028 -0.211
F -2.125 -1.756 5.165 -0.093 -0.077 0.022 -0.205
F -0.989 -0.326 6.325 -0.106 -0.218 -0.016 -0.174
Se 1.172 -0.344 -0.109 0.339 0.237 0.269 -0.445
C 1.106 -2.239 -0.299 -0.014 -0.055 -0.077 0.185
C 1.496 -3.066 0.752 0.097 0.044 0.037 -0.399
C 1.459 -4.445 0.600 0.005 -0.014 -0.002 -0.589
C 1.032 -5.002 -0.599 -0.003 -0.016 -0.016 -0.417
C 0.658 -4.181 -1.656 -0.005 0.015 0.037 -0.700
C 0.698 -2.803 -1.508 -0.017 0.047 0.013 -0.001
H 1.811 -2.623 1.687 -0.018 -0.007 -0.002 0.439
H 1.758 -5.084 1.421 0.005 0.004 0.001 0.421
H 1.001 -6.079 -0.714 0.008 0.001 0.003 0.404
H 0.340 -4.614 -2.596 -0.003 0.001 0.005 0.410
H 0.401 -2.151 -2.320 0.007 -0.009 -0.008 0.401
I -4.258 0.355 1.349 0.194 -0.045 0.010 0.095
C -3.631 -1.560 0.767 -0.143 -0.007 0.116 -0.025
C -4.586 -2.464 0.339 0.026 -0.035 0.047 -0.436
C -4.163 -3.744 0.015 -0.007 0.008 0.001 -0.525
C -2.827 -4.071 0.166 -0.017 0.028 0.046 -0.918
C -1.950 -3.097 0.608 0.092 -0.073 0.079 -0.388
N -2.340 -1.848 0.883 0.377 0.259 -0.132 0.255
H -5.623 -2.173 0.268 0.003 0.004 -0.009 0.464
H -4.879 -4.475 -0.337 0.009 -0.008 0.001 0.407
H -2.453 -5.061 -0.055 -0.010 -0.002 0.002 0.517
H -0.902 -3.310 0.765 -0.052 0.025 -0.047 0.743
S -0.924 4.953 -4.025 -0.010 -0.029 0.004 -0.293
C -0.850 3.413 -3.453 -0.002 0.073 0.078 0.120
S -2.136 2.627 -2.559 0.015 0.133 -0.115 -0.043
C -1.120 1.234 -2.308 -0.218 -0.060 0.263 -0.154
N 0.028 1.318 -2.866 -0.053 -0.004 -0.050 -0.444
N 0.178 2.518 -3.503 0.005 -0.162 -0.114 0.614
C 1.462 2.739 -4.102 0.038 0.028 0.068 0.301
C 1.568 3.258 -5.381 0.007 -0.001 0.008 -0.479
C 2.830 3.433 -5.927 -0.010 0.009 -0.013 -0.616
C 3.963 3.088 -5.205 0.017 -0.007 0.009 -0.424
C 3.839 2.560 -3.927 -0.004 0.006 -0.004 -0.743
C 2.584 2.384 -3.366 -0.026 0.012 -0.008 -0.109
S -1.732 -0.095 -1.339 0.098 -0.164 -0.360 -0.125
H 0.680 3.526 -5.935 -0.001 -0.005 -0.006 0.419
H 2.927 3.839 -6.925 -0.007 -0.001 0.001 0.364
H 4.944 3.228 -5.639 -0.001 0.000 0.002 0.380
H 4.719 2.286 -3.361 0.001 0.002 -0.002 0.386
H 2.460 1.966 -2.376 0.008 -0.005 0.001 0.448
N 0.178 2.803 -0.073 -0.094 -0.153 -0.100 -0.397
N -0.887 2.100 0.604 0.891 0.124 0.555 -0.514
H 0.641 3.399 0.602 0.090 -0.050 0.091 0.240
H -0.240 3.380 -0.795 0.053 0.079 0.080 0.204
H -1.789 2.401 0.240 -0.002 -0.029 -0.013 0.354
H -0.843 2.342 1.596 0.007 0.141 0.089 0.356
```
Forces are in eV/Å.

=====

[2]
A structure of composition C21H18LuN6O3S. Source: the Open Molecules 2025 dataset; level of theory: ωB97M-V with the def2-TZVPD basis set.

Its net charge is +1. As for the LUMO energy: -3.01 eV. As for the HOMO energy: -11.5 eV.

```
50
Properties=species:S:1:pos:R:3:forces:R:3:mulliken_charge:R:1
Lu 1.510 -0.931 -0.498 -2.230 1.731 -1.564 1.873
N 0.388 -2.322 -2.273 0.280 -0.309 0.306 -0.609
C 0.060 -3.365 -1.261 -0.025 -0.159 0.117 -0.702
C 1.392 -3.544 -0.525 0.264 -0.490 0.272 0.739
O 2.303 -4.061 -1.169 -0.073 -0.225 0.065 -0.594
N 1.452 -2.912 0.673 0.306 -0.092 -0.270 -0.616
C 2.811 -2.906 1.312 -0.107 -0.129 -0.036 -0.592
C 3.273 -1.571 0.765 0.590 -0.209 0.408 1.049
O 2.729 -0.518 1.243 0.550 -0.175 0.657 -0.668
O 3.635 -1.531 -0.452 0.416 -0.142 0.065 -0.538
H -0.416 -2.081 -2.842 0.011 0.096 0.047 0.224
H 1.098 -2.727 -2.881 -0.062 0.010 -0.053 0.223
H -0.228 -4.328 -1.683 -0.066 0.088 -0.142 0.510
H -0.734 -2.999 -0.609 0.024 0.006 0.021 0.250
H 3.432 -3.731 0.971 0.002 0.008 -0.002 0.346
H 2.698 -2.885 2.391 -0.007 -0.029 0.004 0.325
N -0.550 2.146 -3.181 -0.097 -0.063 0.131 -0.054
C -1.741 1.926 -2.500 0.052 0.193 -0.230 0.523
C -3.008 2.475 -2.663 0.004 -0.072 0.077 -1.162
C -3.992 1.992 -1.827 0.009 -0.006 0.017 -0.452
C -3.721 0.995 -0.874 -0.028 0.039 -0.038 -0.907
C -2.458 0.463 -0.719 -0.018 -0.006 0.016 -0.542
C -1.446 0.954 -1.546 0.086 -0.163 0.085 0.220
N -0.096 0.603 -1.648 -0.043 0.074 0.103 0.065
C 0.376 1.332 -2.633 0.203 0.076 -0.211 0.325
C 1.763 1.209 -3.076 -0.219 -0.097 0.118 -0.259
C 2.418 1.815 -4.099 0.045 0.100 0.048 -0.281
S 4.038 1.278 -4.131 0.047 -0.052 -0.150 -0.097
C 3.739 0.253 -2.813 -0.049 0.072 0.144 -0.212
N 2.519 0.319 -2.354 0.094 -0.138 0.067 -0.321
H -0.401 2.797 -3.933 -0.010 -0.001 -0.001 0.233
H -3.216 3.232 -3.407 0.004 0.005 -0.008 0.424
H -4.997 2.383 -1.913 -0.008 -0.013 0.010 0.408
H -4.528 0.631 -0.253 -0.006 0.004 0.001 0.458
H -2.266 -0.311 0.011 0.026 0.002 -0.016 0.568
H 2.051 2.538 -4.807 0.009 0.017 -0.003 0.383
H 4.490 -0.386 -2.372 0.001 -0.006 0.006 0.484
N 0.007 -0.185 1.217 0.037 0.069 -0.069 -0.431
C -0.353 0.215 2.230 -0.050 0.060 0.217 0.189
C -0.792 0.705 3.507 0.088 -0.134 -0.367 0.441
C -0.059 0.375 4.643 -0.011 0.023 0.109 -0.468
C -0.488 0.851 5.870 0.009 -0.012 -0.034 -0.574
C -1.628 1.642 5.949 0.007 0.000 0.015 -0.376
C -2.351 1.965 4.807 0.010 -0.015 -0.043 -0.584
C -1.935 1.498 3.573 -0.054 0.050 0.084 -0.441
H 0.826 -0.240 4.557 0.003 -0.002 -0.002 0.502
H 0.068 0.606 6.764 -0.004 0.006 0.009 0.403
H -1.956 2.010 6.911 -0.002 -0.001 0.005 0.398
H -3.236 2.581 4.879 -0.001 0.004 0.011 0.404
H -2.480 1.740 2.670 -0.007 0.005 0.002 0.511
```
Forces are in eV/Å.

=====

[3]
An isolated molecule of C21H18N2O4. Source: the Open Molecules 2025 dataset; level of theory: ωB97M-V with the def2-TZVPD basis set.

As for the SMILES: CN1C(=O)C([C@H]2C=C(c3ccccc3)Oc3ccccc32)C(=O)N(C)C1=O. Its net charge is 0. As for the LUMO energy: -0.30 eV. As for the HOMO energy: -8.1 eV.

```
45
Properties=species:S:1:pos:R:3:forces:R:3:mulliken_charge:R:1
C -1.509 7.592 -2.815 -0.375 0.091 -0.818 -1.078
N -1.191 6.947 -1.544 0.442 0.467 0.345 0.066
C -1.918 5.798 -1.153 -1.890 0.461 -3.483 -0.040
O -2.827 5.385 -1.920 2.318 0.707 1.886 -0.666
C -1.612 5.180 0.111 -1.679 -1.334 2.691 0.986
C -1.342 3.468 0.105 -2.912 3.186 -0.742 0.424
C -0.172 3.160 -0.578 3.752 -1.498 -0.557 -0.956
C 0.867 2.500 0.031 -2.363 1.281 -0.350 0.963
C 2.127 2.143 -0.555 1.563 -0.740 -1.584 0.558
C 2.356 2.374 -1.944 0.512 0.171 0.046 -0.409
C 3.634 2.130 -2.507 -0.295 -0.088 0.853 -0.600
C 4.671 1.607 -1.689 -0.271 0.066 -0.097 -0.383
C 4.402 1.280 -0.341 -0.507 0.439 -0.969 -0.552
C 3.136 1.513 0.207 0.048 0.423 -0.291 -0.496
O 0.777 2.134 1.333 0.333 0.019 0.348 -0.535
C -0.392 2.306 2.032 -0.228 -0.365 -0.986 0.426
C -0.416 1.674 3.261 -0.494 -0.468 0.944 -0.748
C -1.615 1.623 3.975 0.219 0.617 -0.564 -0.416
C -2.768 2.200 3.401 -0.252 -0.896 1.038 -0.912
C -2.723 2.764 2.147 0.259 0.635 -0.701 -0.097
C -1.513 2.882 1.423 -0.167 -1.048 1.841 -0.084
C -0.862 5.959 1.054 0.979 1.107 3.350 -0.163
O -0.835 5.715 2.286 0.143 0.355 -2.976 -0.672
N -0.204 7.101 0.583 0.406 0.710 -0.722 0.045
C 0.533 7.889 1.554 0.405 0.363 0.830 -1.087
C -0.338 7.705 -0.699 -0.160 0.109 0.328 0.797
O 0.175 8.791 -1.010 -1.197 -2.774 0.676 -0.631
H -0.831 8.454 -2.939 -0.349 -0.570 0.089 0.378
H -1.380 6.882 -3.656 -0.094 0.364 0.558 0.308
H -2.556 7.959 -2.830 0.569 -0.312 0.082 0.311
H -2.576 4.923 0.646 0.771 1.287 -0.607 0.158
H -2.226 3.601 -0.528 -0.087 -2.434 -0.255 0.584
H -0.080 3.555 -1.583 0.168 -0.316 0.001 0.206
H 1.529 2.784 -2.580 1.045 -0.459 0.668 0.284
H 3.826 2.371 -3.565 -0.142 -0.221 0.666 0.359
H 5.689 1.445 -2.119 -1.018 0.141 0.443 0.323
H 5.175 0.873 0.293 0.118 -0.126 -0.034 0.395
H 2.936 1.243 1.247 0.096 0.213 -0.402 0.398
H 0.475 1.145 3.628 -0.364 0.452 -0.245 0.409
H -1.650 1.155 4.961 -0.044 0.105 -0.397 0.393
H -3.720 2.095 3.965 0.714 0.293 -0.642 0.334
H -3.641 3.151 1.699 0.209 -0.058 0.108 0.434
H 1.027 8.712 1.013 -0.197 -0.494 0.371 0.374
H -0.159 8.305 2.316 0.437 -0.280 -0.442 0.306
H 1.271 7.246 2.072 -0.424 0.418 -0.298 0.307
```
Forces are in eV/Å.

=====

Computed max |F| (hartree/bohr) in order:
0.037; 0.063; 0.085
Computed relative energy (zero: lowest compared OMol25 entry of this formula, charge and spin) (kJ/mol) in order:
171.3; 65.8; 242.1